ORCA calculation (ωB97M-V with the def2-TZVPD basis set) on a cluster of 2 separate species, C2H9N2O in total.

Properties
net charge	+1
energy relative to the best compared isomer or geometry (same formula, charge and spin)	118.8	kJ/mol
LUMO energy	-3.06	eV

Last column: Mulliken charge in e.
Geometry (Å):
C -1.478 -1.462 1.064  -0.714
N -1.745 -0.908 -0.284  -0.371
H -1.964 -2.408 1.330  0.325
H -1.708 -0.725 1.777  0.334
H -0.361 -1.513 0.978  0.227
H -2.665 -0.434 -0.358  0.383
H -0.978 -0.198 -0.561  0.413
H -1.796 -1.744 -0.999  0.392
C 1.229 1.275 -0.491  0.114
N 2.218 0.816 0.301  -0.316
O 0.099 0.713 -0.724  -0.640
H 1.534 2.249 -0.894  0.344
H 3.180 0.929 0.137  0.270
H 2.140 -0.101 0.820  0.239